(1)
The following is a DFT calculation (ωB97M-V/def2-TZVPD) of a cluster of 4 separate species, C16H20F12O8 in total.

The geometry in ORCA input format:
```
! RIJCOSX wB97M-V def2-TZVPD def2/J DEFGRID3
* xyz 0 1
C 2.190 5.667 -6.155
C 1.500 4.260 -6.480
O 1.278 3.573 -5.291
C 0.467 2.495 -5.246
O -0.335 2.064 -6.130
C 0.511 1.673 -3.970
F 1.112 0.499 -4.119
F 1.167 2.301 -3.036
F -0.739 1.421 -3.522
H 1.540 6.088 -5.389
H 2.216 6.244 -7.080
H 3.194 5.457 -5.787
H 2.156 3.700 -7.145
H 0.584 4.418 -7.050
C -0.716 0.002 0.023
C -1.404 0.537 1.256
O -0.822 1.827 1.239
C -0.682 2.574 2.414
O -1.025 2.142 3.523
C 0.045 3.946 2.185
F -0.529 4.852 2.931
F 1.296 3.887 2.703
F 0.134 4.261 0.921
H -1.112 -1.003 -0.128
H 0.362 -0.139 -0.063
H -0.936 0.539 -0.900
H -1.133 -0.077 2.114
H -2.493 0.496 1.270
C -3.767 -2.711 3.924
C -2.653 -3.236 2.979
O -2.966 -4.544 2.412
C -2.746 -5.765 3.135
O -2.413 -5.836 4.273
C -3.004 -7.085 2.295
F -3.761 -7.929 3.016
F -3.800 -6.705 1.305
F -1.928 -7.608 1.736
H -4.610 -3.387 3.783
H -4.096 -1.720 3.609
H -3.403 -2.640 4.949
H -1.649 -3.327 3.393
H -2.616 -2.536 2.144
C 2.855 0.998 -0.337
C 3.415 0.518 1.003
O 2.347 -0.324 1.598
C 2.526 -1.687 1.449
O 3.530 -2.143 0.851
C 1.397 -2.505 2.105
F 0.730 -3.174 1.169
F 1.982 -3.341 2.963
F 0.555 -1.738 2.809
H 3.712 1.423 -0.859
H 2.048 1.726 -0.256
H 2.623 0.135 -0.960
H 3.498 1.410 1.625
H 4.366 0.027 0.801
*
```

Results
E = -65904.92239 eV
Relative energy (zero: lowest compared OMol25 entry of this formula, charge and spin) = 67.4 kcal/mol
HOMO = -11.17 eV
Orbital gap = 11.54 eV

***

(2)
The following is a DFT calculation (ωB97M-V/def2-TZVPD) of a structure of composition C17H17FN2O2S.

The geometry in ORCA input format:
```
! RIJCOSX wB97M-V def2-TZVPD def2/J DEFGRID3
* xyz 0 1
C -0.073 2.638 -3.229
H -1.105 2.751 -3.758
H 0.375 3.422 -3.049
C -0.295 1.857 -1.965
N 1.010 1.499 -1.478
C 1.373 0.446 -0.871
O 0.673 -0.414 -1.001
C 2.699 0.183 -0.127
C 3.908 -0.028 -0.794
C 4.993 -0.027 -0.139
C 5.103 0.083 1.482
C 3.995 0.259 2.034
C 2.676 0.403 1.068
S 1.106 0.739 2.242
C 0.695 -1.113 2.410
C -0.816 -0.994 2.400
O -1.596 -1.139 3.234
N -1.280 -1.014 1.081
C -2.698 -1.295 0.700
C -3.718 -1.093 1.559
C -4.930 -1.310 0.899
C -5.065 -1.148 -0.287
C -4.065 -1.261 -1.168
C -2.766 -1.069 -0.638
H -1.869 -1.506 -1.326
H -4.293 -1.342 -2.350
F -6.406 -1.260 -1.139
H -5.893 -1.345 1.706
H -3.530 -1.029 2.551
H -0.651 -0.972 0.345
H 1.155 -1.709 1.807
H 1.046 -1.366 3.408
H 3.835 0.490 3.088
H 6.005 0.095 1.701
H 5.979 -0.180 -0.683
H 3.769 -0.117 -1.660
H 1.637 2.184 -1.128
H -0.912 2.750 -1.154
H -0.750 0.933 -2.019
H 0.678 1.999 -3.751
*
```

Results
E = -38520.45359 eV
Relative energy (zero: lowest compared OMol25 entry of this formula, charge and spin) = 317.6 kcal/mol
HOMO = -8.58 eV
Orbital gap = 9.00 eV

***

(3)
The following is a DFT calculation (ωB97M-V/def2-TZVPD) of a cluster of 2 separate species, C4H13NOS in total.

The geometry in ORCA input format:
```
! RIJCOSX wB97M-V def2-TZVPD def2/J DEFGRID3
* xyz 0 1
C 1.542 -1.734 -2.112
C 0.543 -0.908 -1.302
N -0.788 -1.492 -1.383
C 0.505 0.552 -1.859
C -0.735 1.365 -1.271
S -0.297 1.885 0.454
H 1.953 -2.565 -1.520
H 1.099 -2.313 -2.928
H 2.432 -1.171 -2.417
H 0.946 -0.909 -0.275
H -1.236 -1.748 -0.504
H -0.698 -2.461 -1.694
H 0.295 0.433 -2.938
H 1.402 1.026 -1.464
H -1.636 0.769 -1.300
H -0.601 2.296 -1.810
H 0.469 0.852 0.823
O -0.575 -1.011 5.624
H -0.569 -1.242 6.558
H 0.388 -1.020 5.576
*
```

Results
E = -18730.75212 eV
Relative energy (zero: lowest compared OMol25 entry of this formula, charge and spin) = 29.0 kcal/mol
HOMO = -8.83 eV
Orbital gap = 9.52 eV